No. 1
A 3-piece molecular cluster, C3H12NO2 overall in a non-equilibrium geometry. Source: OMol25; level of theory: ωB97M-V with the def2-TZVPD basis set.

The geometry in XYZ format:
```
18
Properties=species:S:1:pos:R:3
C 1.57684 -0.00319 0.87911
C 1.79380 0.38715 -0.56904
C 2.83202 0.11760 -1.38712
N 0.47982 0.80961 -1.44244
H 1.10631 0.81328 1.45662
H 0.96924 -0.92099 1.07241
H 2.53878 -0.17091 1.29467
H 2.87723 0.10471 -2.47514
H 3.67261 -0.43922 -0.91657
H 0.47929 0.30697 -2.30356
H 0.44860 1.81733 -1.48098
H -0.34018 0.53325 -0.88505
H -2.30168 -0.13587 0.74020
H -1.57585 1.20541 1.19678
O -1.67203 0.49543 0.43634
H -4.39176 -1.53258 1.23659
H -3.52204 -1.90202 2.33315
O -3.39488 -1.53994 1.47494
```

LUMO level	-0.11572	Ha
energy above the lowest of the compared OMol25 structures with the same formula, charge and spin	141.8	kJ/mol
maximum force	4.171	eV/A
net charge	+1
E_tot	-326.4591	Eh
frontier orbital gap	11.40	eV

Mulliken analysis output, partial charges in e: -1.05 0.62 -0.81 -0.23 0.27 0.29 0.42 0.30 0.25 0.40 0.38 0.20 0.36 0.33 -0.71 0.34 0.32 -0.68

---

No. 2
A 13-piece molecular cluster, C25H76N8O13 overall in a non-equilibrium geometry. Source: OMol25; level of theory: ωB97M-V with the def2-TZVPD basis set.

The geometry in XYZ format:
```
122
Properties=species:S:1:pos:R:3
C -3.33129 -1.60000 -3.54337
C -1.83891 -1.51620 -3.76744
O -1.06320 -1.97905 -2.68343
H -3.90896 -1.19064 -4.36785
H -3.61967 -1.02683 -2.65126
H -3.65524 -2.62163 -3.32726
H -1.61467 -0.46512 -4.00639
H -1.57486 -2.06911 -4.67965
H -0.13193 -1.71634 -2.82769
C 4.60754 -0.09965 -0.18802
C 3.97197 0.87928 -1.15672
O 3.67574 2.15629 -0.53954
H 3.82930 -0.57946 0.41179
H 5.39484 0.29199 0.44901
H 5.05660 -0.87468 -0.81865
H 3.18707 0.47910 -1.80398
H 4.74858 1.14035 -1.90707
H 3.25529 2.62531 -1.28227
C 0.23632 -1.58029 6.42348
C -0.96112 -1.84776 5.51506
O -0.49945 -2.17471 4.20268
H 0.72513 -2.45146 6.87395
H -0.04786 -1.00423 7.31172
H 1.01305 -1.00062 5.93037
H -1.45101 -0.86619 5.54780
H -1.60038 -2.59988 5.97835
H -1.28898 -2.11001 3.64304
C 0.87451 -5.77778 -0.42039
C 1.24571 -5.01553 0.82004
O 2.25980 -4.08701 0.49350
H 0.20440 -6.62037 -0.28727
H 1.78722 -6.03902 -0.97435
H 0.45174 -5.11841 -1.17659
H 1.56606 -5.65781 1.64673
H 0.33194 -4.54253 1.22044
H 2.60842 -3.74016 1.32291
C 1.38409 1.19159 3.60428
C 2.41570 1.52272 2.53989
O 1.74926 2.13504 1.44439
H 0.71679 0.45897 3.14582
H 0.82527 2.08990 3.85554
H 1.82581 0.78505 4.51449
H 2.97581 0.60380 2.26869
H 3.27207 2.13965 2.86867
H 2.39349 2.12444 0.68928
C 0.70466 -0.36980 -0.15300
C -0.65035 -0.53150 0.53183
O -1.76005 -0.83469 -0.32017
H 1.44316 -0.35701 0.64967
H 0.85241 0.54644 -0.73235
H 0.92333 -1.21490 -0.80719
H -0.84899 0.42643 1.03331
H -0.48898 -1.34022 1.25656
H -1.46554 -1.15053 -1.21288
C 3.36298 -2.97597 3.41655
O 3.10466 -4.19158 3.50447
N 2.37301 -2.01384 3.55628
N 4.61290 -2.49262 3.00995
H 2.59866 -1.05336 3.73105
H 1.40012 -2.28290 3.68208
H 4.80849 -1.56784 3.36539
H 5.38655 -3.12953 2.99108
C -0.96557 4.54043 -1.56367
O 0.24550 4.27509 -1.72855
N -1.84328 3.74038 -0.84083
N -1.52146 5.69410 -2.12909
H -1.57537 3.01421 -0.20997
H -2.80333 4.00636 -0.93407
H -0.92610 6.22170 -2.73227
H -2.50957 5.80180 -2.04045
C -5.11567 1.83268 -0.11708
O -5.19816 1.86477 1.10493
N -4.01468 1.30966 -0.76495
N -6.10440 2.40174 -0.91912
H -3.98089 1.26388 -1.76187
H -3.22940 1.05768 -0.19359
H -6.94106 2.58215 -0.38535
H -6.18334 2.12801 -1.87942
C -4.01239 -2.10011 2.44214
O -4.77226 -2.30979 3.36783
N -3.24582 -3.08607 1.84429
N -3.78874 -0.83711 1.94923
H -2.86949 -2.93560 0.92288
H -3.22512 -4.00841 2.22880
H -4.32375 -0.07980 2.33462
H -3.09731 -0.69357 1.23694
C 0.51330 1.06090 -4.19128
C 1.75224 1.93432 -4.20540
C 1.54522 3.14982 -5.14154
O 2.00895 2.45220 -2.90009
H 0.27906 0.68622 -5.18754
H -0.35623 1.45730 -3.65494
H 0.69464 0.18892 -3.53653
H 2.62352 1.41360 -4.60669
H 1.59329 2.91777 -6.20550
H 2.33407 3.84793 -4.85480
H 0.60246 3.66008 -4.92624
H 1.17603 2.84270 -2.57165
C -2.38933 2.72629 3.16250
C -3.28678 3.94283 3.40214
C -2.88922 5.15268 2.56096
O -4.63354 3.59994 3.32346
H -2.84101 1.81295 3.54684
H -1.34943 2.83965 3.45195
H -2.37200 2.55880 2.06808
H -3.02445 4.22175 4.42917
H -3.02226 6.09306 3.09282
H -3.45734 5.26587 1.62962
H -1.85394 5.03501 2.22419
H -4.84468 3.21517 2.45878
C 4.07541 -1.76593 -3.86981
C 2.58532 -1.72296 -4.14427
C 2.16217 -2.83521 -5.10488
O 1.84711 -1.79269 -2.91501
H 4.41527 -2.78216 -3.64657
H 4.36630 -1.20173 -2.98060
H 4.59301 -1.36466 -4.74090
H 2.26462 -0.79596 -4.62505
H 2.85803 -2.84711 -5.94684
H 1.17519 -2.60175 -5.50850
H 2.14397 -3.81386 -4.62812
H 2.35366 -2.35354 -2.30453
```

LUMO level	0.00028	Ha
energy above the lowest of the compared OMol25 structures with the same formula, charge and spin	0.0	kJ/mol
maximum force	2.552	eV/A
E_tot	-2414.3928	Eh
frontier orbital gap	9.46	eV

Results of the Mulliken charge analysis, in e, for atoms 1 through 99: -1.14 0.23 -0.53 0.38 0.04 0.34 0.01 0.29 0.22 -0.94 0.04 -0.68 -0.02 0.35 0.41 -0.02 0.48 0.39 -1.10 -0.10 -0.46 0.34 0.39 0.13 0.25 0.33 0.07 -1.17 0.22 -0.42 0.38 0.31 0.12 0.38 0.05 0.13 -1.09 0.38 -0.48 0.08 0.39 0.35 -0.35 0.46 0.35 0.34 0.70 -0.40 -0.32 -0.09 0.34 -0.15 -0.31 0.19 0.29 -0.64 0.20 -0.31 -0.01 0.15 0.21 0.24 0.62 -0.77 0.08 -0.42 -0.16 0.09 0.25 0.16 0.59 -0.63 0.31 -0.51 0.16 -0.42 0.28 0.18 0.46 -0.70 -0.24 0.03 0.16 0.21 0.01 -0.04 -1.24 0.45 -1.73 -0.23 0.51 0.54 0.12 0.55 0.45 0.41 0.26 0.12 -0.79

---

No. 3
C2HO2Ru as an isolated structure in a non-equilibrium geometry. Source: OMol25; level of theory: ωB97M-V with the def2-TZVPD basis set.

The geometry in XYZ format:
```
6
Properties=species:S:1:pos:R:3
O -0.70034 -0.63504 -1.08910
O 0.83948 0.24928 0.89648
C 0.24888 -0.04602 -1.53690
C 1.34635 0.53983 -0.11887
H 0.61290 -0.05696 -2.57690
Ru -1.00081 -0.82489 0.89825
```

LUMO level (spin up / spin down)	-0.68151 / -0.82802	Ha
<S²>	12.0102
energy above the lowest of the compared OMol25 structures with the same formula, charge and spin	0.0	kJ/mol
maximum force	2.629	eV/A
spin multiplicity	7
net charge	+3
E_tot	-320.3360	Eh
frontier orbital gap (spin up / spin down)	8.08 / 7.46	eV

Mulliken analysis output, partial charges in e: -0.34 -0.28 0.49 0.57 0.43 2.12

---

No. 4
C33H31AsBCaCl7F4O6S as an isolated structure. Source: OMol25; level of theory: ωB97M-V with the def2-TZVPD basis set.

The geometry in XYZ format:
```
85
Properties=species:S:1:pos:R:3
Ca -1.72113 -0.33070 -0.10122
Cl 2.16075 -3.16380 -0.43100
C 1.85006 -2.46877 -2.03603
Cl 1.76645 -0.70534 -2.00371
H 0.89769 -2.84359 -2.39092
H 2.67201 -2.76017 -2.67862
O -5.59676 1.07006 -0.48408
C -4.62427 0.40814 -0.13402
O -3.83243 -0.24536 -0.90348
C -4.25970 0.33224 1.41644
O -5.15685 0.43456 2.24427
O -3.01100 0.17108 1.67678
Cl -2.51474 -3.22510 1.29619
C -2.56033 -3.60570 -0.42625
C -1.84706 -2.79877 -1.29558
C -1.96665 -3.14664 -2.61688
Cl -1.16426 -2.11364 -3.84235
C -2.68818 -4.23345 -3.10537
Cl -2.78342 -4.61206 -4.79310
C -3.35590 -5.03468 -2.18359
Cl -4.25901 -6.41013 -2.71558
C -3.29138 -4.71810 -0.82572
Cl -4.12611 -5.72069 0.31827
C -3.89631 0.47967 -4.27158
C -3.10527 1.73235 -4.63305
C -2.55561 2.42852 -3.38914
S -1.03044 1.64162 -2.79271
O -1.19275 1.57398 -1.30307
C 0.15402 2.98229 -3.01944
C 0.51346 3.20891 -4.48167
C 1.25577 2.03173 -5.10748
H -4.11098 -0.12426 -5.15544
H -4.83423 0.74143 -3.77963
H -3.35776 -0.14141 -3.55421
H -3.73572 2.44409 -5.17438
H -2.28334 1.48033 -5.31302
H -3.23083 2.30278 -2.53849
H -2.36788 3.49402 -3.53517
H 1.01611 2.68519 -2.41723
H -0.26941 3.86144 -2.53215
H 1.13689 4.10545 -4.53158
H -0.38856 3.43813 -5.06006
H 2.17272 1.81888 -4.55441
H 1.52346 2.24193 -6.14525
H 0.65413 1.12146 -5.09205
O 0.31882 -0.53226 0.96365
As 1.31725 -0.16863 2.21557
C 3.01602 0.60874 1.77970
C 3.43449 1.79754 2.35441
C 4.67479 2.31947 2.01605
C 5.48590 1.65552 1.11083
C 5.06131 0.46647 0.53170
C 3.82473 -0.06030 0.86561
C 0.49741 0.77835 3.66515
C 1.18037 0.87945 4.87353
C 0.57943 1.51553 5.94794
C -0.70757 2.02601 5.81548
C -1.38817 1.90327 4.61440
C -0.78295 1.28692 3.52538
C 1.74643 -1.87785 3.02854
C 0.65945 -2.69179 3.33594
C 0.86334 -3.95178 3.87367
C 2.15531 -4.40493 4.11177
C 3.23972 -3.59556 3.80938
C 3.03639 -2.33200 3.26556
H 2.77926 2.34886 3.01438
H 4.97789 3.27189 2.43014
H 6.44395 2.07908 0.83293
H 5.68456 -0.04256 -0.19344
H 3.47963 -0.97656 0.40557
H 2.17465 0.45945 4.98500
H 1.10945 1.60265 6.88880
H -1.18367 2.51166 6.65917
H -2.40065 2.26992 4.50668
H -1.34562 1.17520 2.60810
H -0.34816 -2.34967 3.12797
H 0.01146 -4.58346 4.09186
H 2.31380 -5.39348 4.52598
H 4.24922 -3.94639 3.98765
H 3.89004 -1.70907 3.02593
F 0.51831 4.40828 -0.26302
B 1.45299 3.56999 0.35830
F 2.31646 4.34535 1.16449
F 2.21239 2.89897 -0.63226
F 0.79630 2.60980 1.16829
```

LUMO level	0.14204	Ha
energy above the lowest of the compared OMol25 structures with the same formula, charge and spin	0.0	kJ/mol
maximum force	0.491	eV/A
net charge	-2
E_tot	-8685.2636	Eh
frontier orbital gap	6.38	eV

Mulliken analysis output, partial charges in e: 1.79 -0.14 -0.04 0.01 -0.32 0.47 -0.74 0.45 -0.56 0.38 -0.74 -0.77 -0.18 1.34 -0.90 0.41 -0.18 -0.59 -0.24 0.65 -0.25 -0.43 -0.23 -0.93 -0.28 -1.08 0.87 -0.96 -0.67 -0.50 -1.07 0.37 0.35 0.00 0.38 0.17 0.48 0.48 0.01 0.58 0.40 0.23 0.27 0.40 0.24 1.10 0.08 0.25 -0.59 -0.44 -0.43 -0.99 -0.09 0.49 -0.30 -0.71 -0.49 -0.78 -0.36 0.23 -0.39 -0.66 -0.42 -0.66 -0.06 0.28 0.39 0.35 0.39 0.28 0.40 0.37 0.37 0.48 0.19 0.18 0.41 0.36 0.38 0.37 -0.36 0.24 -0.39 -0.47 0.06

---

No. 5
A 2-piece molecular cluster, C6H15NO overall in a non-equilibrium geometry. Source: OMol25; level of theory: ωB97M-V with the def2-TZVPD basis set.

The geometry in XYZ format:
```
23
Properties=species:S:1:pos:R:3
C -0.37197 1.90819 -2.06930
C -0.14742 0.42062 -2.06637
C 0.07183 -0.25461 -0.92482
C -0.25050 0.28456 0.44480
C 0.58096 -1.63481 -0.84380
C -0.35455 -2.79916 -0.09651
N 0.56434 -3.62964 0.65542
H -1.33148 2.25576 -2.53368
H -0.29693 2.40649 -1.02471
H 0.47402 2.30915 -2.62448
H 0.12899 -0.00617 -3.02604
H -1.02867 -0.34039 0.90612
H 0.52241 0.17154 1.25067
H -0.60172 1.31989 0.61496
H 0.60118 -2.06805 -1.90785
H 1.61092 -1.62848 -0.44525
H -1.08051 -2.25002 0.47114
H -0.88419 -3.28361 -0.96136
H 1.00649 -4.26804 0.00164
H 0.05982 -4.08041 1.41039
O 0.24302 5.17628 4.62609
H 0.96416 4.76184 4.14654
H -0.48021 5.22907 3.99640
```

LUMO level	0.02344	Ha
energy above the lowest of the compared OMol25 structures with the same formula, charge and spin	237.6	kJ/mol
maximum force	3.633	eV/A
E_tot	-367.5408	Eh
frontier orbital gap	9.32	eV

Mulliken analysis output, partial charges in e: -0.94 -0.36 0.84 -1.19 -0.91 -0.43 -0.57 0.26 0.23 0.28 0.31 0.19 0.33 0.31 0.26 0.33 0.40 0.23 0.22 0.20 -0.64 0.32 0.32

---

No. 6
One molecule with the formula C3H7NO in a non-equilibrium geometry. Source: OMol25; level of theory: ωB97M-V with the def2-TZVPD basis set.

The geometry in XYZ format:
```
12
Properties=species:S:1:pos:R:3
C 0.35556 1.40456 0.64463
N 0.75037 -0.91587 0.38486
C -0.37066 0.34755 0.05704
C -1.50228 0.06631 -0.57488
O 1.27730 -1.71466 -0.72329
H 1.01626 -1.28943 -1.55446
H 0.16651 -1.55283 0.92840
H -0.15636 2.11774 1.27985
H 1.19989 1.78380 0.06901
H 1.32515 -0.10628 0.95688
H -2.27581 0.81538 -0.67329
H -1.78595 -0.95627 -0.79474
```

LUMO level	0.02774	Ha
energy above the lowest of the compared OMol25 structures with the same formula, charge and spin	629.7	kJ/mol
maximum force	2.940	eV/A
E_tot	-248.2867	Eh
frontier orbital gap	7.82	eV

Mulliken analysis output, partial charges in e: -1.35 -0.35 0.55 -0.71 -0.41 0.36 0.34 0.27 0.27 0.47 0.30 0.27